[1]
Here is a 2-piece molecular cluster, C3H9NO3 overall from OMol25. Energies are from ωB97M-V with the def2-TZVPD basis set.

Last column: Mulliken charge in e.
Cartesian coordinates (Å):
C: 0.89 -0.40 -0.92  -0.22
C: 1.02 1.01 -0.36  -0.62
O: 1.64 1.98 -1.25  -0.44
C: 0.17 -1.25 0.10  -0.69
N: 0.70 -1.93 1.26  -0.55
O: -1.10 -1.00 0.20  -0.37
H: 0.22 -0.28 -1.88  0.11
H: 1.88 -0.81 -1.18  0.40
H: 1.60 0.92 0.57  0.21
H: -0.03 1.23 -0.18  0.17
H: 0.84 2.44 -1.37  0.39
H: -0.04 -2.33 1.79  0.30
H: 1.48 -2.47 0.91  0.36
H: -3.48 1.61 0.59  0.29
H: -2.43 0.52 0.76  0.35
O: -3.36 0.75 0.97  -0.69

The HOMO-LUMO gap (spin up / spin down) comes out at 3.332 / 7.726 eV. Its spin multiplicity is 2. For the energy relative to the best compared isomer or geometry (same formula, charge and spin), the calculation gives 15.3 kcal/mol. The HOMO energy (spin up / spin down) is 0.57 / -4.07 eV. Its net charge is -1.

[2]
Here is a 2-piece molecular cluster, C2H7Br2N2 overall from OMol25. Energies are from ωB97M-V with the def2-TZVPD basis set.

Last column: Mulliken charge in e.
Cartesian coordinates (Å):
C: -0.69 -0.04 -0.53  -0.28
C: 0.53 -0.26 0.31  -0.39
N: 0.16 0.34 -2.39  -0.43
N: 0.11 -0.61 1.83  -0.31
Br: -1.87 1.22 0.27  -0.04
Br: 1.67 1.43 0.28  -0.04
H: -1.23 -0.94 -0.95  0.41
H: 1.24 -1.07 -0.17  0.40
H: -0.49 0.88 -2.96  0.30
H: 0.85 1.05 -2.11  0.26
H: -0.51 -1.47 1.86  0.38
H: -0.58 0.23 2.02  0.38
H: 0.83 -0.76 2.55  0.36

The HOMO-LUMO gap (spin up / spin down) comes out at 7.774 / 8.039 eV. Its spin multiplicity is 3. For the energy relative to the best compared isomer or geometry (same formula, charge and spin), the calculation gives 10.9 kcal/mol. The HOMO energy (spin up / spin down) is -11.44 / -14.55 eV. Its net charge is +1.

[3]
Here is C25H31N3OP2Rh as an isolated structure from OMol25. Energies are from ωB97M-V with the def2-TZVPD basis set.

Last column: Mulliken charge in e.
Cartesian coordinates (Å):
C: 1.94 -3.06 2.75  -0.28
C: 1.46 -2.83 1.46  -0.04
C: 0.23 -3.47 1.09  0.08
C: -0.71 -3.88 2.10  1.10
C: -0.27 -3.89 3.44  -0.96
C: 1.05 -3.54 3.74  -0.50
C: -2.02 -4.14 1.68  -1.08
C: -2.43 -3.84 0.37  1.00
C: -1.40 -3.47 -0.55  -0.02
C: -1.72 -2.80 -1.78  -0.05
C: -3.03 -2.85 -2.24  -0.31
C: -4.05 -3.31 -1.38  -0.61
C: -3.78 -3.76 -0.09  -0.94
H: 2.97 -2.83 3.00  0.49
H: -0.99 -4.17 4.22  0.40
H: 1.42 -3.62 4.77  0.40
H: -2.75 -4.50 2.41  0.41
H: -3.27 -2.50 -3.25  0.56
H: -5.07 -3.29 -1.75  0.40
H: -4.57 -4.00 0.62  0.41
N: -0.10 -3.62 -0.21  -0.55
Rh: 0.04 1.15 -0.36  -1.15
C: 2.11 -1.89 0.44  -1.21
H: 1.79 -2.20 -0.56  0.36
H: 3.22 -1.95 0.50  0.66
C: -0.60 -2.01 -2.47  -1.19
H: 0.36 -2.38 -2.09  0.54
H: -0.67 -2.13 -3.56  0.63
P: 1.65 -0.07 0.59  1.60
P: -0.55 -0.17 -2.15  1.42
C: -2.02 0.45 -3.02  -1.23
H: -2.18 1.50 -2.74  0.33
H: -1.84 0.37 -4.10  0.43
H: -2.90 -0.14 -2.73  0.36
C: 0.78 0.45 -3.23  -1.52
H: 0.36 0.61 -4.23  0.53
H: 1.14 1.41 -2.83  0.36
H: 1.62 -0.25 -3.29  0.37
C: 1.86 0.22 2.37  -1.43
H: 2.76 -0.30 2.72  0.41
H: 1.96 1.29 2.55  0.44
H: 0.99 -0.17 2.91  0.37
C: 3.18 0.76 -0.01  -1.34
H: 3.21 1.80 0.34  0.27
H: 4.05 0.22 0.39  0.49
H: 3.23 0.75 -1.11  0.29
H: -0.40 0.58 0.97  0.13
H: -1.08 -0.01 -0.32  0.18
N: 2.25 6.77 0.76  -0.40
C: 2.05 5.42 0.79  0.57
O: 2.96 4.60 0.84  -0.60
C: 0.62 4.99 0.63  0.38
C: -0.36 5.69 -0.08  -0.29
C: -1.51 5.02 -0.48  -0.87
C: -1.58 3.62 -0.34  -0.37
N: -0.56 2.97 0.23  -0.49
C: 0.40 3.63 0.91  0.03
H: 3.17 7.10 0.98  0.26
H: 1.48 7.41 0.85  0.18
H: -0.21 6.74 -0.33  0.29
H: -2.32 5.52 -1.00  0.40
H: -2.43 3.03 -0.71  0.56
H: 1.05 3.02 1.55  0.30

The HOMO-LUMO gap (spin up / spin down) comes out at 5.573 / 5.934 eV. Its spin multiplicity is 5. For the energy relative to the best compared isomer or geometry (same formula, charge and spin), the calculation gives 40.4 kcal/mol. The HOMO energy (spin up / spin down) is -8.41 / -10.95 eV. Its net charge is +1.

[4]
Here is a 2-piece molecular cluster, C3H8O5 overall from OMol25. Energies are from ωB97M-V with the def2-TZVPD basis set.

Last column: Mulliken charge in e.
Cartesian coordinates (Å):
C: -0.58 0.70 1.86  -0.97
C: -0.04 -0.50 1.17  -0.16
O: -0.84 -0.56 -0.36  -0.47
C: -0.22 -1.11 -1.36  0.80
O: 0.99 -1.15 -1.53  -0.68
O: -1.08 -1.60 -2.27  -0.46
H: -0.17 1.61 1.44  0.27
H: -1.66 0.73 1.78  0.30
H: -0.28 0.64 2.91  0.36
H: 1.04 -0.59 1.10  0.31
H: -0.48 -1.45 1.48  0.37
H: -0.58 -1.88 -3.05  0.35
O: 1.62 1.18 -0.35  -0.40
O: 0.71 1.97 -1.11  -0.34
H: 1.71 0.36 -0.89  0.40
H: -0.17 1.65 -0.82  0.31

The HOMO-LUMO gap comes out at 11.167 eV. For the energy relative to the best compared isomer or geometry (same formula, charge and spin), the calculation gives 23.7 kcal/mol. The HOMO energy is -10.53 eV. Its net charge is 0.

[5]
Here is a 4-piece molecular cluster, C20H36B3F9N2O11S overall from OMol25. Energies are from ωB97M-V with the def2-TZVPD basis set.

Last column: Mulliken charge in e.
Cartesian coordinates (Å):
C: 0.70 6.72 -1.04  -1.25
C: 1.01 5.60 -2.03  -0.05
N: 2.41 5.14 -1.89  -0.03
B: 2.86 4.11 -2.75  0.29
O: 4.21 3.82 -2.89  -0.49
B: 4.58 2.50 -3.03  0.12
C: 5.96 1.94 -2.56  -0.72
C: 5.83 1.39 -1.12  -0.78
C: 4.72 0.36 -0.97  0.49
C: 4.67 -0.43 0.34  -0.48
C: 4.78 0.39 1.63  -0.47
N: 3.67 0.07 2.54  -0.67
O: 3.62 1.58 -3.50  0.03
B: 2.32 1.98 -3.46  0.29
S: 0.93 0.67 -3.38  1.30
C: 0.52 0.61 -1.67  -0.91
O: -0.20 1.24 -4.08  -0.72
O: 1.41 -0.63 -3.78  -0.69
O: 1.94 3.27 -3.39  -0.36
H: 1.34 6.63 -0.16  0.34
H: -0.33 6.63 -0.70  0.37
H: 0.80 7.71 -1.49  0.33
H: 0.34 4.76 -1.86  0.16
H: 0.82 5.95 -3.05  0.28
H: 3.03 5.94 -1.95  0.21
H: 6.26 1.13 -3.23  0.32
H: 6.73 2.71 -2.58  0.27
H: 5.69 2.23 -0.44  0.34
H: 6.78 0.93 -0.83  0.40
H: 4.83 -0.36 -1.79  0.43
H: 3.74 0.82 -1.11  -0.65
H: 3.69 -0.91 0.35  -0.07
H: 5.41 -1.23 0.34  0.49
H: 5.69 0.11 2.17  0.29
H: 4.84 1.46 1.42  0.34
H: 3.69 0.68 3.34  0.27
H: 2.79 0.25 2.07  0.14
H: 0.05 1.54 -1.39  0.29
H: -0.20 -0.20 -1.55  0.57
H: 1.40 0.40 -1.06  -0.03
C: -2.25 -2.80 2.50  -1.00
C: -2.05 -1.69 3.51  -0.28
O: -1.12 -0.69 3.02  -0.32
C: -1.62 0.21 2.20  0.23
O: -2.75 0.33 1.83  -0.52
C: -0.51 1.19 1.78  1.01
F: 0.61 0.54 1.41  -0.17
F: -0.20 2.00 2.79  -0.29
F: -0.91 1.94 0.75  -0.24
H: -1.30 -3.25 2.23  0.24
H: -2.88 -3.57 2.94  0.45
H: -2.73 -2.43 1.60  0.20
H: -1.58 -2.07 4.41  0.33
H: -2.98 -1.21 3.79  0.37
C: 1.46 -3.14 -0.22  -0.04
C: 0.92 -3.86 -1.44  -0.31
O: 0.92 -5.30 -1.24  -0.34
C: -0.08 -5.79 -0.53  0.34
O: -0.99 -5.19 -0.04  -0.50
C: 0.05 -7.32 -0.44  0.89
F: 1.30 -7.68 -0.12  -0.25
F: -0.25 -7.87 -1.62  -0.26
F: -0.77 -7.81 0.48  -0.24
H: 2.45 -3.51 0.04  0.33
H: 1.52 -2.07 -0.43  -0.23
H: 0.81 -3.28 0.65  -0.01
H: 1.56 -3.70 -2.30  0.33
H: -0.08 -3.53 -1.70  0.31
C: -8.86 1.35 2.12  -1.10
C: -9.16 0.02 1.47  -0.21
O: -7.95 -0.66 1.08  -0.32
C: -7.31 -1.30 2.05  0.24
O: -7.63 -1.39 3.19  -0.52
C: -6.06 -1.98 1.47  1.06
F: -5.36 -1.15 0.69  -0.25
F: -6.41 -3.04 0.73  -0.29
F: -5.27 -2.40 2.45  -0.23
H: -8.25 1.97 1.47  0.31
H: -9.80 1.88 2.33  0.37
H: -8.33 1.22 3.06  0.32
H: -9.71 0.16 0.53  0.31
H: -9.75 -0.63 2.11  0.32

The HOMO-LUMO gap comes out at 9.682 eV. For the energy relative to the best compared isomer or geometry (same formula, charge and spin), the calculation gives 0.0 kcal/mol. The HOMO energy is -9.41 eV. Its net charge is 0.

[6]
Here is C3H2FO2Tl as an isolated structure from OMol25. Energies are from ωB97M-V with the def2-TZVPD basis set.

Last column: Mulliken charge in e.
Cartesian coordinates (Å):
O: -0.88 0.92 0.18  -0.14
O: -0.29 -1.20 0.28  -0.06
C: 0.20 0.90 -0.63  0.30
C: 0.83 -0.43 -0.51  0.28
C: -1.20 -0.38 0.64  0.51
H: 0.30 1.65 -1.41  0.44
H: 1.02 -1.00 -1.43  0.39
F: 1.94 -0.43 0.26  -0.05
Tl: -1.91 -0.03 2.63  1.35

The HOMO-LUMO gap (spin up / spin down) comes out at 8.020 / 8.895 eV. Its spin multiplicity is 2. For the energy relative to the best compared isomer or geometry (same formula, charge and spin), the calculation gives 0.0 kcal/mol. The HOMO energy (spin up / spin down) is -26.63 / -28.57 eV. Its net charge is +3.

The highest net charge belongs to which entry?
C3H2FO2Tl